No. 1
{
  "formula": "C17H24N4O3",
  "method": "ωB97M-V with the def2-TZVPD basis set",
  "symbols": ["N", "C", "C", "C", "C", "C", "N", "C", "O", "N", "C", "C", "C", "C", "N", "C", "C", "C", "C", "C", "C", "C", "O", "O", "H", "H", "H", "H", "H", "H", "H", "H", "H", "H", "H", "H", "H", "H", "H", "H", "H", "H", "H", "H", "H", "H", "H", "H"],
  "coordinates": [[-3.9364, -3.9919, 3.6838], [-4.2008, -2.6095, 3.6359], [-4.4780, -1.9534, 2.2785], [-3.1317, -1.4551, 1.7881], [-2.9199, -1.4072, 0.2362], [-1.3691, -1.2086, -0.0110], [-0.7919, -0.2776, 0.8610], [-1.1763, -0.7755, -1.5177], [-2.0490, -0.8805, -2.3287], [-0.0628, -0.0543, -1.7603], [0.7239, 0.0938, -2.9990], [1.6107, 1.4156, -2.8954], [2.6852, 1.5022, -1.7683], [3.5423, 0.4415, -1.4338], [4.2533, 0.8703, -0.2753], [3.9332, 2.2083, -0.0576], [4.6539, 3.0719, 0.7791], [4.1200, 4.3038, 0.9582], [2.8968, 4.7024, 0.3223], [2.3604, 3.8410, -0.6184], [2.8961, 2.5674, -0.9040], [1.4993, -1.1502, -3.5427], [1.9911, -1.2595, -4.6519], [1.4909, -2.0498, -2.5811], [-4.5905, -4.6739, 3.4733], [-3.1531, -4.2429, 3.1990], [-5.1206, -2.6083, 4.2983], [-3.3592, -2.0017, 4.1623], [-4.9334, -2.8688, 1.8009], [-5.2306, -1.1244, 2.3859], [-2.9012, -0.3515, 2.3274], [-2.3453, -2.0990, 2.3002], [-3.1578, -2.4211, -0.2467], [-3.4041, -0.4508, -0.1906], [-0.9661, -2.2007, -0.0054], [-1.0997, 0.6525, 0.5773], [-0.9894, -0.3948, 1.8473], [0.4578, 0.2477, -0.9488], [-0.0868, 0.1444, -3.7121], [0.8516, 2.0688, -2.5807], [1.8832, 1.7206, -3.9572], [3.5387, -0.6100, -1.6890], [4.0422, 0.2870, 0.5108], [5.6488, 2.9059, 1.3007], [4.6880, 5.0417, 1.6081], [2.3553, 5.7023, 0.5486], [1.4577, 4.1501, -1.2019], [1.8732, -2.8179, -3.0055]],
  "nbo_charge": [-0.840, -0.199, -0.448, -0.404, -0.416, -0.131, -0.847, 0.692, -0.601, -0.642, -0.143, -0.415, -0.077, -0.023, -0.564, 0.159, -0.246, -0.206, -0.240, -0.178, -0.131, 0.780, -0.590, -0.664, 0.362, 0.340, 0.193, 0.175, 0.209, 0.213, 0.194, 0.185, 0.224, 0.219, 0.198, 0.361, 0.381, 0.409, 0.246, 0.218, 0.244, 0.220, 0.402, 0.236, 0.215, 0.228, 0.209, 0.493],
  "mol_weight_g_mol": 332.404,
  "total_energy_ha": -1106.85125,
  "smiles": "NCCCC[C@H](N)C(=O)N[C@@H](Cc1c[nH]c2ccccc12)C(=O)O",
  "relative_energy_ev": 4.240,
  "e_lumo_ev": 0.50
}



No. 2
{
  "formula": "C17H24N4O5S3",
  "method": "ωB97M-V with the def2-TZVPD basis set",
  "symbols": ["C", "C", "C", "C", "N", "C", "S", "C", "C", "O", "N", "C", "C", "C", "S", "O", "O", "C", "N", "C", "C", "C", "S", "N", "O", "O", "C", "C", "C", "H", "H", "H", "H", "H", "H", "H", "H", "H", "H", "H", "H", "H", "H", "H", "H", "H", "H", "H", "H", "H", "H", "H", "H"],
  "coordinates": [[-2.8781, 3.8295, -1.6409], [-2.9893, 2.5752, -2.5000], [-2.2378, 1.3841, -1.9069], [-2.9736, 0.7712, -0.7108], [-2.1003, -0.0679, 0.0643], [-1.4304, 0.2932, 1.1922], [-1.6569, 1.8486, 1.9370], [-0.5284, 1.6762, 3.3501], [0.9297, 2.0162, 3.0713], [1.6358, 2.5125, 3.9211], [1.3545, 1.6984, 1.8339], [2.7395, 1.7730, 1.4324], [3.4204, 0.3956, 1.5726], [2.7513, -0.5477, 0.5896], [2.1928, 0.5487, -0.7603], [2.8391, 0.2416, -2.0032], [0.7491, 0.6045, -0.7763], [2.7991, 2.1207, -0.0408], [-0.6079, -0.6193, 1.6455], [-0.6998, -1.6521, 0.7502], [-0.0138, -2.8575, 0.6958], [-0.2768, -3.6659, -0.3857], [0.6975, -5.1394, -0.5507], [2.1580, -4.4573, -1.0634], [0.1647, -5.9703, -1.5942], [0.9612, -5.7217, 0.7311], [-1.1917, -3.3463, -1.3803], [-1.8973, -2.1593, -1.3308], [-1.6291, -1.3118, -0.2676], [-3.4015, 4.6572, -2.1136], [-1.8346, 4.1090, -1.5171], [-3.3077, 3.6775, -0.6541], [-2.5752, 2.7894, -3.4869], [-4.0411, 2.3116, -2.6334], [-2.1008, 0.6158, -2.6694], [-1.2426, 1.6933, -1.5829], [-3.3393, 1.5585, -0.0471], [-3.8260, 0.1735, -1.0476], [-0.5862, 0.6344, 3.6702], [-0.9034, 2.3288, 4.1375], [0.7381, 1.2181, 1.1907], [3.2269, 2.5114, 2.0781], [3.3208, 0.0405, 2.5984], [4.4822, 0.5036, 1.3469], [3.4132, -1.2934, 0.1650], [1.8641, -1.0189, 0.9996], [3.8067, 2.3041, -0.3973], [2.1294, 2.9250, -0.3249], [0.6898, -3.1714, 1.4482], [2.9399, -4.9702, -0.6871], [2.2094, -4.4179, -2.0693], [-1.3319, -4.0523, -2.1827], [-2.6113, -1.9000, -2.0962]],
  "nbo_charge": [-0.605, -0.394, -0.413, -0.211, -0.385, 0.260, 0.281, -0.618, 0.679, -0.618, -0.675, -0.065, -0.415, -0.664, 2.150, -0.929, -0.976, -0.652, -0.540, 0.092, -0.181, -0.362, 2.301, -1.075, -0.938, -0.939, -0.186, -0.247, 0.203, 0.214, 0.205, 0.197, 0.209, 0.193, 0.210, 0.229, 0.216, 0.211, 0.280, 0.259, 0.447, 0.255, 0.240, 0.217, 0.261, 0.265, 0.249, 0.259, 0.245, 0.400, 0.397, 0.245, 0.221],
  "mol_weight_g_mol": 460.603,
  "total_energy_ha": -2452.03006,
  "smiles": "CCCCn1c(SCC(=O)N[C@H]2CCS(=O)(=O)C2)nc2cc(S(N)(=O)=O)ccc21",
  "relative_energy_ev": 0.000,
  "e_lumo_ev": 0.39
}



No. 3
{
  "formula": "C17H24N7OSSiTi",
  "method": "ωB97M-V with the def2-TZVPD basis set",
  "symbols": ["Ti", "C", "C", "N", "C", "S", "N", "N", "C", "C", "C", "C", "C", "C", "C", "N", "H", "H", "H", "H", "H", "H", "H", "H", "H", "H", "H", "H", "H", "C", "Si", "C", "C", "C", "H", "H", "H", "H", "H", "H", "H", "H", "H", "H", "H", "O", "N", "C", "C", "N", "C", "N"],
  "coordinates": [[-0.5846, -0.4219, -0.3621], [-2.1108, -5.6105, 1.9293], [-0.6952, -5.0727, 2.0587], [-0.6536, -3.7141, 2.5935], [-0.8064, -2.5814, 1.9127], [-0.9314, -2.6854, 0.1496], [-0.8674, -1.4535, 2.5809], [-1.0373, -0.3951, 1.7538], [-1.4388, 0.7315, 2.2424], [-1.6997, 0.9570, 3.6912], [-1.6851, 1.7928, 1.2441], [-2.0923, 3.0705, 1.5734], [-2.3429, 3.9867, 0.5550], [-2.1886, 3.6087, -0.7649], [-1.7709, 2.3165, -1.0368], [-1.5276, 1.4384, -0.0569], [-2.0904, -6.6299, 1.5454], [-2.6991, -5.0009, 1.2432], [-2.6135, -5.6238, 2.8966], [-0.1821, -5.0784, 1.0979], [-0.1045, -5.6907, 2.7340], [-0.6537, -3.6010, 3.5975], [-1.9175, 0.0078, 4.1732], [-2.5258, 1.6452, 3.8492], [-0.8093, 1.3713, 4.1717], [-2.2110, 3.3625, 2.6051], [-2.6599, 4.9899, 0.8062], [-2.3722, 4.2860, -1.5857], [-1.6105, 1.9862, -2.0591], [2.1265, 2.0821, -2.0090], [2.2423, 0.2627, -1.6791], [3.9113, -0.4548, -2.0581], [1.3912, -2.1236, -2.9718], [1.4205, -0.1265, -0.0493], [2.5513, 2.3519, -2.9758], [2.7126, 2.5814, -1.2313], [1.1107, 2.4715, -1.9789], [4.0633, -0.4566, -3.1413], [4.0477, -1.4692, -1.6845], [4.6954, 0.1711, -1.6288], [2.3081, -2.2310, -3.5445], [0.5699, -2.6111, -3.4911], [1.5142, -2.5224, -1.9665], [1.5172, 0.6998, 0.6650], [1.7574, -1.0411, 0.4502], [-0.1850, -0.6260, -2.1255], [1.0610, -0.6808, -2.8544], [0.8744, -0.0441, -4.1578], [0.1387, 1.1353, -4.1369], [-0.4785, 2.1080, -4.0075], [1.3863, -0.6896, -5.2852], [1.8588, -1.2220, -6.1962]],
  "nbo_charge": [1.586, -0.621, -0.222, -0.550, 0.346, -0.144, -0.416, -0.323, 0.288, -0.689, 0.172, -0.212, -0.094, -0.229, 0.103, -0.559, 0.232, 0.216, 0.216, 0.217, 0.219, 0.419, 0.272, 0.236, 0.257, 0.246, 0.246, 0.261, 0.269, -1.163, 1.856, -1.170, -0.421, -1.321, 0.279, 0.258, 0.261, 0.274, 0.256, 0.271, 0.257, 0.249, 0.220, 0.276, 0.286, -0.606, -0.209, -0.377, 0.315, -0.434, 0.233, -0.330],
  "mol_weight_g_mol": 450.447,
  "total_energy_ha": -2657.66991,
  "relative_energy_ev": 0.000,
  "total_charge": 1,
  "e_lumo_ev": -4.81
}



No. 4
{
  "formula": "C17H25AlF3O12S",
  "method": "ωB97M-V with the def2-TZVPD basis set",
  "symbols": ["Al", "C", "F", "F", "F", "S", "O", "O", "O", "O", "H", "O", "C", "O", "C", "C", "C", "H", "H", "H", "H", "H", "H", "O", "C", "O", "C", "C", "C", "H", "H", "H", "H", "H", "H", "O", "C", "O", "C", "C", "C", "H", "H", "H", "H", "H", "H", "O", "C", "O", "C", "C", "C", "H", "H", "H", "H", "H", "H"],
  "coordinates": [[-1.5351, -0.4202, 0.5041], [3.2727, -1.4307, 2.6290], [3.9647, -1.1617, 3.7076], [3.2383, -0.4127, 1.8027], [3.7980, -2.5307, 2.0560], [1.4131, -1.9397, 3.0116], [0.7674, -1.5326, 1.7346], [1.4143, -3.3721, 3.2913], [1.0616, -1.1138, 4.1746], [-2.5790, -2.1547, 2.2952], [-2.6095, -3.1011, 2.5199], [-3.2744, 1.9407, 0.3600], [-3.9756, 2.9055, 0.1666], [-3.6501, 4.1251, 0.6024], [-4.5508, 5.1303, 0.1978], [-5.3599, 4.4781, -0.9538], [-5.1742, 2.9525, -0.7157], [-4.2367, 6.1437, -0.0416], [-5.1774, 5.1941, 1.0931], [-5.1758, 4.7198, -2.0003], [-6.4069, 4.7562, -0.8272], [-5.1630, 2.3716, -1.6320], [-6.0737, 2.6940, -0.1521], [0.5532, -0.4461, -1.4215], [1.7684, -0.5920, -1.3770], [2.5612, 0.4732, -1.3648], [3.9230, 0.0659, -1.3735], [4.0038, -1.4374, -1.3561], [2.5462, -1.8967, -1.5703], [4.3299, 0.5981, -0.5135], [4.2979, 0.4993, -2.3049], [4.4181, -1.7168, -0.3926], [4.6491, -1.8710, -2.1175], [2.2734, -2.7049, -0.8922], [2.2923, -2.3205, -2.5424], [0.2446, 1.7663, 0.6216], [0.5439, 2.9338, 0.4746], [-0.2351, 3.9224, 0.8593], [0.0578, 5.1617, 0.1249], [1.5609, 4.9951, -0.1301], [1.6707, 3.4783, -0.3387], [-0.0790, 5.9010, 0.9129], [-0.6392, 5.3087, -0.6950], [2.2315, 5.2832, 0.6743], [1.7284, 5.5536, -1.0517], [2.6965, 3.1984, -0.1006], [1.6189, 3.2482, -1.4043], [-0.5856, -3.0327, -0.4235], [-0.4596, -4.2306, -0.5510], [-0.9366, -4.7935, -1.6785], [-0.6011, -6.1742, -1.6824], [-0.0020, -6.5376, -0.2953], [0.1195, -5.1847, 0.4643], [0.0583, -6.4647, -2.5020], [-1.4708, -6.8185, -1.8078], [0.9293, -7.0903, -0.3136], [-0.9102, -6.9646, 0.1280], [1.1869, -5.0925, 0.6674], [-0.3325, -5.2596, 1.4497]],
  "nbo_charge": [1.581, 0.759, -0.288, -0.313, -0.328, 2.245, -0.922, -0.868, -0.874, -0.672, 0.463, -0.648, 0.830, -0.462, -0.079, -0.429, -0.542, 0.220, 0.189, 0.224, 0.227, 0.255, 0.255, -0.654, 0.844, -0.458, -0.073, -0.449, -0.527, 0.203, 0.194, 0.234, 0.236, 0.259, 0.255, -0.626, 0.829, -0.464, -0.076, -0.426, -0.541, 0.214, 0.201, 0.229, 0.228, 0.256, 0.258, -0.627, 0.811, -0.459, -0.079, -0.433, -0.539, 0.190, 0.191, 0.236, 0.218, 0.259, 0.263],
  "mol_weight_g_mol": 537.418,
  "total_energy_ha": -2505.42236,
  "relative_energy_ev": 1.845,
  "total_charge": 1,
  "e_lumo_ev": -8.39
}